(1)
{"formula": "C40H88N7O10", "method": "ωB97M-V/def2-TZVPD", "symbols": ["O", "O", "O", "O", "O", "O", "O", "O", "O", "O", "N", "N", "N", "N", "N", "N", "N", "C", "C", "C", "C", "C", "C", "C", "C", "C", "C", "C", "C", "C", "C", "C", "C", "C", "C", "C", "C", "C", "C", "C", "C", "C", "C", "C", "C", "C", "C", "C", "C", "C", "C", "C", "C", "C", "C", "C", "C", "H", "H", "H", "H", "H", "H", "H", "H", "H", "H", "H", "H", "H", "H", "H", "H", "H", "H", "H", "H", "H", "H", "H", "H", "H", "H", "H", "H", "H", "H", "H", "H", "H", "H", "H", "H", "H", "H", "H", "H", "H", "H", "H", "H", "H", "H", "H", "H", "H", "H", "H", "H", "H", "H", "H", "H", "H", "H", "H", "H", "H", "H", "H", "H", "H", "H", "H", "H", "H", "H", "H", "H", "H", "H", "H", "H", "H", "H", "H", "H", "H", "H", "H", "H", "H", "H", "H", "H"], "coordinates": [[4.692, -1.659, -1.479], [5.004, 0.131, -2.925], [1.385, -1.811, -3.402], [-4.259, -2.221, -0.995], [9.301, 0.118, -2.197], [-3.926, 3.331, 8.723], [5.706, -4.521, -9.834], [-8.251, 1.330, 7.226], [-1.617, 6.409, 4.235], [5.740, -2.410, -8.951], [1.486, -5.842, -5.391], [-1.729, 5.162, 8.963], [-4.603, -2.092, 1.851], [-7.998, 1.301, 4.368], [0.575, -5.377, -4.554], [0.528, 8.003, 5.281], [11.467, 1.988, -1.974], [9.525, 1.069, -3.234], [-5.441, -2.469, -1.740], [-6.800, 1.161, 5.207], [3.893, -2.556, -5.262], [9.429, 3.323, -2.012], [1.504, -3.047, -4.052], [2.651, -3.498, -4.975], [0.465, -4.154, -3.916], [-1.992, -1.709, -3.404], [-4.233, -0.958, -0.335], [1.253, -0.733, -4.375], [3.183, -5.197, -8.121], [-3.746, 6.530, 8.958], [0.962, 7.777, 2.894], [8.174, 0.393, -1.381], [-3.693, 4.295, 7.701], [5.054, -3.652, -9.230], [-0.279, 5.927, 4.166], [2.481, -4.883, -5.566], [-7.027, 1.732, 6.621], [5.108, -3.112, -4.317], [-2.149, 6.845, 2.995], [-1.326, -1.387, -4.835], [-6.363, -0.301, 5.204], [-0.242, -0.224, -4.614], [-4.965, -0.935, 1.021], [3.648, -5.355, -6.586], [-6.485, -0.874, 0.891], [10.292, 2.329, -2.785], [0.797, 7.030, 4.215], [6.024, -1.939, -3.727], [-8.208, 0.059, 7.853], [5.188, -1.080, -2.684], [-5.044, 3.611, 9.550], [-0.404, -7.303, -1.745], [3.534, -3.788, -8.783], [-0.046, -7.567, -3.289], [-2.904, 5.535, 8.165], [0.388, -6.026, -1.145], [-0.528, -6.385, -4.266], [-0.021, -8.215, -1.155], [3.736, -1.464, -4.947], [7.356, 0.848, -1.947], [3.670, -6.066, -8.699], [-3.597, -2.076, 2.011], [0.509, 7.512, 6.173], [-6.196, -2.937, -1.106], [5.775, -3.863, -4.850], [-0.324, -5.139, -1.151], [0.148, 8.479, 2.703], [3.800, -1.291, -1.290], [-2.192, -2.812, -3.205], [-5.195, -3.176, -2.535], [6.865, -2.457, -3.130], [1.888, 8.358, 2.901], [6.148, -2.578, -8.066], [-0.641, -8.501, -3.608], [9.936, 4.289, -1.941], [-2.554, 6.055, 7.266], [8.473, 3.487, -2.517], [1.015, 7.079, 2.053], [2.049, -5.363, -8.177], [-5.839, -1.559, -2.197], [-0.434, 8.323, 5.163], [-3.092, 3.778, 6.945], [-6.177, 1.519, 7.283], [-8.462, -0.725, 7.137], [-3.223, 7.487, 9.041], [3.781, -6.490, -6.421], [1.674, -1.005, -5.414], [-3.236, 6.747, 3.042], [-0.439, -3.948, -3.250], [-8.233, 2.289, 4.299], [-2.185, -1.009, -5.505], [-3.174, -0.748, -0.149], [4.594, -3.605, -3.410], [1.053, -7.833, -3.409], [-1.412, -5.863, -3.764], [-4.652, -0.026, 1.548], [-1.921, 7.901, 2.835], [3.226, -2.893, -8.152], [-0.226, 0.392, -5.591], [-8.780, 0.904, 4.890], [-6.937, -0.607, 1.850], [-3.951, 6.191, 9.975], [-4.634, 4.576, 7.209], [4.273, -2.637, -6.329], [-1.784, 6.246, 2.156], [-1.530, -7.263, -1.571], [7.821, -0.553, -0.964], [12.085, 1.398, -2.528], [-0.643, 0.473, -3.808], [-0.147, 5.271, 3.296], [9.224, 2.996, -0.991], [1.755, 6.544, 4.430], [11.150, 1.369, -1.227], [-1.125, 4.570, 8.396], [10.638, 2.841, -3.689], [-0.891, -2.294, -5.368], [-5.991, 1.739, 4.746], [6.530, -1.335, -4.545], [-5.976, -0.579, 4.219], [1.864, 0.188, -4.049], [-5.565, -0.472, 5.933], [-7.182, -0.987, 5.427], [-0.898, -6.822, -5.259], [8.582, 1.328, -3.735], [-8.967, 0.045, 8.638], [-5.409, 2.665, 9.955], [-4.702, 6.718, 8.461], [-7.086, 2.822, 6.537], [-4.743, -2.928, 1.282], [-6.785, -0.117, 0.161], [10.138, 0.551, -3.978], [-0.151, 5.295, 5.051], [-5.858, 4.088, 8.996], [1.332, -5.848, -1.774], [8.460, 1.034, -0.545], [-3.005, -1.172, -3.325], [-4.743, 4.234, 10.395], [-7.235, -0.143, 8.309], [0.751, -6.202, -0.072], [2.908, -3.720, -9.751], [-2.052, 4.536, 9.702], [-1.332, -1.283, -2.571], [-4.593, -0.163, -1.002], [-6.920, -1.829, 0.591], [4.657, -4.892, -6.347]], "lowdin_charge": [0.05, 0.05, -0.06, -0.22, -0.20, -0.20, 0.10, -0.19, -0.20, 0.01, 0.18, 0.04, 0.04, 0.04, -0.13, 0.04, 0.04, -0.21, -0.11, -0.43, -0.10, -0.07, -0.09, 0.00, 0.08, -0.12, -0.21, -0.17, -0.17, -0.07, -0.07, -0.10, -0.21, -0.39, -0.21, -0.10, -0.21, -0.16, -0.11, -0.23, -0.07, -0.17, -0.43, -0.11, -0.06, -0.43, -0.43, -0.09, -0.10, -0.42, -0.11, -0.24, -0.10, -0.18, -0.43, -0.12, -0.10, 0.12, 0.12, 0.08, 0.13, 0.07, 0.07, 0.08, 0.11, 0.07, 0.06, 0.12, 0.06, 0.08, 0.14, 0.08, 0.11, 0.12, 0.08, 0.13, 0.08, 0.08, 0.12, 0.09, 0.07, 0.12, 0.11, 0.07, 0.08, 0.13, 0.13, 0.09, 0.13, 0.07, 0.12, 0.12, 0.13, 0.12, 0.14, 0.14, 0.08, 0.11, 0.13, 0.07, 0.07, 0.06, 0.11, 0.09, 0.09, 0.11, 0.09, 0.07, 0.12, 0.12, 0.06, 0.13, 0.07, 0.07, 0.14, 0.09, 0.13, 0.14, 0.05, 0.15, 0.08, 0.07, 0.14, 0.12, 0.09, 0.09, 0.08, 0.12, 0.07, 0.08, 0.12, 0.12, 0.09, 0.07, 0.08, 0.09, 0.07, 0.09, 0.09, 0.14, 0.07, 0.08, 0.12, 0.07, 0.10], "e_homo_ev": -10.191, "orbital_gap_ev": 5.7, "total_charge": 1}

(2)
{"formula": "C36H72O18S9", "method": "ωB97M-V/def2-TZVPD", "symbols": ["S", "S", "S", "S", "S", "S", "S", "S", "S", "O", "O", "O", "O", "O", "O", "O", "O", "O", "O", "O", "O", "O", "O", "O", "O", "O", "O", "C", "C", "C", "C", "C", "C", "C", "C", "C", "C", "C", "C", "C", "C", "C", "C", "C", "C", "C", "C", "C", "C", "C", "C", "C", "C", "C", "C", "C", "C", "C", "C", "C", "C", "C", "C", "H", "H", "H", "H", "H", "H", "H", "H", "H", "H", "H", "H", "H", "H", "H", "H", "H", "H", "H", "H", "H", "H", "H", "H", "H", "H", "H", "H", "H", "H", "H", "H", "H", "H", "H", "H", "H", "H", "H", "H", "H", "H", "H", "H", "H", "H", "H", "H", "H", "H", "H", "H", "H", "H", "H", "H", "H", "H", "H", "H", "H", "H", "H", "H", "H", "H", "H", "H", "H", "H", "H", "H"], "coordinates": [[-6.131, -2.612, 5.683], [1.610, 1.780, -3.996], [1.764, -3.213, -0.421], [0.214, 0.757, 0.975], [-1.803, -5.292, 2.917], [5.613, 1.016, 0.213], [-3.516, -1.051, -2.163], [-0.862, 6.466, -1.961], [2.157, 4.631, 1.288], [-2.557, -5.543, 4.126], [2.428, -2.391, 0.574], [-3.112, -1.621, -0.902], [-3.685, -1.872, -3.354], [-1.635, 7.636, -1.637], [-6.112, -1.327, 6.395], [1.169, -4.468, -0.076], [1.423, 0.292, 0.349], [4.615, 1.616, -0.629], [-7.065, -3.668, 6.075], [0.799, 4.939, 1.800], [-0.548, 1.861, 0.339], [0.375, 1.047, -4.129], [6.983, 0.970, -0.280], [-1.688, -3.948, 2.443], [1.556, 3.209, -3.670], [0.575, 6.488, -1.868], [2.999, 3.735, 2.110], [0.521, -2.323, -1.368], [3.928, 5.607, -0.299], [-4.928, -2.521, 3.331], [-1.710, 3.924, -1.941], [-1.348, -0.335, 2.956], [5.251, -0.670, 2.265], [2.653, 1.314, -5.427], [-4.754, 1.303, -2.558], [-2.175, 4.568, -3.276], [-0.088, -6.011, 3.102], [4.763, 0.702, 2.790], [0.493, -3.074, -2.768], [-1.501, 5.069, -0.985], [0.487, 1.215, 2.692], [-1.340, 5.822, -3.544], [4.999, -0.554, 0.716], [1.816, -3.827, -3.028], [2.788, -3.500, -1.860], [-0.835, 1.008, 3.397], [-6.314, -2.244, 3.909], [-5.016, -0.045, -1.928], [3.096, 4.651, -1.214], [2.049, 3.951, -0.360], [-0.839, -0.628, 1.506], [-0.253, -7.312, 2.235], [-1.726, -7.705, 2.026], [3.401, -0.054, -3.512], [2.478, 0.923, -2.733], [3.927, 0.652, -4.794], [2.950, 6.170, 0.771], [-3.884, -2.402, 4.470], [-2.521, 0.352, -2.727], [5.439, 1.763, 1.910], [-3.572, 1.097, -3.551], [-2.448, -6.367, 1.617], [-4.459, -3.097, 5.723], [6.317, -0.749, 2.546], [-0.401, -3.689, -2.696], [-1.802, 6.628, -4.030], [0.996, 4.178, -0.604], [0.934, 2.180, 2.754], [0.962, -1.309, -1.392], [-1.561, 1.759, 3.138], [4.679, 1.402, -4.550], [4.772, 5.130, 0.222], [-2.453, 5.358, -0.591], [2.075, 6.741, 0.356], [5.062, 0.970, 3.795], [-7.062, -2.833, 3.468], [2.573, 5.299, -1.976], [-4.363, 2.048, -1.857], [3.528, -4.368, -1.759], [0.116, -7.142, 1.219], [-0.782, 4.847, -0.220], [-1.618, 0.110, -3.194], [1.765, 0.455, -2.086], [4.828, 2.630, 1.938], [-2.169, -8.087, 2.923], [-6.706, -1.274, 3.718], [4.199, 6.521, -0.789], [-5.600, 1.744, -3.085], [-2.558, 3.284, -1.601], [0.336, -8.108, 2.688], [2.298, -3.624, -3.915], [3.788, 3.892, -1.619], [2.094, 0.574, -5.961], [6.428, 2.017, 2.190], [-0.453, 5.502, -4.135], [5.503, -1.437, 0.192], [3.921, -0.610, 0.538], [-2.435, -0.429, 2.914], [1.287, 0.569, 3.006], [4.413, -0.018, -5.510], [-5.837, -0.491, -2.532], [2.050, 2.834, -0.275], [-2.962, -2.870, 4.148], [-0.161, -1.472, 1.359], [4.686, -1.537, 2.639], [2.868, -0.990, -3.956], [-2.096, 3.902, -4.136], [3.430, -2.673, -2.052], [-3.499, -6.332, 1.670], [3.669, 0.723, 2.733], [-2.216, 0.992, -1.833], [-3.226, 4.836, -3.268], [1.620, -4.895, -3.038], [-3.859, 0.433, -4.378], [-5.276, 0.052, -0.899], [-1.024, -1.073, 3.647], [-1.793, -8.534, 1.300], [3.361, 6.665, 1.663], [-4.839, -3.517, 2.943], [-0.441, -2.332, -0.943], [0.404, -2.321, -3.522], [-2.006, -5.916, 0.706], [-0.019, -6.198, 4.150], [-1.735, -0.695, 0.912], [2.762, 2.248, -6.072], [-0.831, 3.341, -2.128], [-0.779, 0.946, 4.478], [0.588, -5.267, 2.685], [4.203, -0.450, -2.923], [-3.626, -1.421, 4.720], [-4.400, -4.131, 5.456], [-3.137, 2.026, -3.933], [3.056, 1.742, -2.271], [-4.642, -1.759, 2.483], [-4.098, -2.887, 6.688]], "lowdin_charge": [0.71, 0.68, 0.66, 0.71, 0.66, 0.69, 0.69, 0.69, 0.71, -0.32, -0.33, -0.34, -0.33, -0.31, -0.34, -0.31, -0.34, -0.34, -0.34, -0.36, -0.33, -0.34, -0.33, -0.34, -0.32, -0.32, -0.35, -0.19, -0.19, -0.19, -0.21, -0.19, -0.18, -0.19, -0.21, -0.21, -0.15, -0.20, -0.15, -0.20, -0.21, -0.22, -0.25, -0.19, -0.22, -0.20, -0.21, -0.21, -0.20, -0.24, -0.18, -0.21, -0.21, -0.19, -0.22, -0.19, -0.21, -0.23, -0.22, -0.19, -0.21, -0.18, -0.22, 0.12, 0.12, 0.08, 0.07, 0.08, 0.07, 0.12, 0.11, 0.12, 0.11, 0.11, 0.11, 0.08, 0.11, 0.10, 0.14, 0.11, 0.06, 0.06, 0.07, 0.05, 0.10, 0.09, 0.10, 0.12, 0.10, 0.11, 0.08, 0.10, 0.08, 0.09, 0.12, 0.13, 0.06, 0.10, 0.10, 0.11, 0.12, 0.09, 0.07, 0.09, 0.11, 0.14, 0.10, 0.07, 0.08, 0.10, 0.11, 0.11, 0.11, 0.12, 0.09, 0.10, 0.12, 0.11, 0.10, 0.07, 0.09, 0.11, 0.08, 0.07, 0.13, 0.09, 0.12, 0.09, 0.09, 0.08, 0.09, 0.10, 0.08, 0.15, 0.10], "de_lowest_kcal_mol": 14.0, "smiles": "O=S1(=O)CCCC1.O=S1(=O)CCCC1.O=S1(=O)CCCC1.O=S1(=O)CCCC1.O=S1(=O)CCCC1.O=S1(=O)CCCC1.O=S1(=O)CCCC1.O=S1(=O)CCCC1.O=S1(=O)CCCC1", "e_homo_ev": -9.919, "orbital_gap_ev": 10.0}

(3)
{"formula": "HNP2", "method": "ωB97M-V/def2-TZVPD", "symbols": ["P", "P", "N", "H"], "coordinates": [[1.200, -0.671, 0.417], [-0.426, 0.687, 0.517], [0.675, 0.147, -0.761], [-1.449, -0.163, -0.173]], "nbo_charge": [0.77, 0.32, -1.03, -0.06], "de_lowest_kcal_mol": 3.6, "smiles": "N1=P#[PH]1", "e_homo_ev": -8.850, "orbital_gap_ev": 8.2}

(4)
{"formula": "C48H52BrN6O7P2ReS2", "method": "ωB97M-V/def2-TZVPD", "symbols": ["Re", "Br", "S", "S", "P", "P", "O", "O", "O", "O", "O", "O", "O", "N", "N", "N", "N", "N", "N", "C", "C", "C", "C", "C", "C", "C", "C", "C", "C", "C", "C", "C", "C", "C", "C", "C", "C", "C", "C", "C", "C", "C", "C", "C", "C", "C", "C", "C", "C", "C", "C", "C", "C", "C", "C", "C", "C", "C", "C", "C", "C", "C", "C", "C", "C", "C", "C", "H", "H", "H", "H", "H", "H", "H", "H", "H", "H", "H", "H", "H", "H", "H", "H", "H", "H", "H", "H", "H", "H", "H", "H", "H", "H", "H", "H", "H", "H", "H", "H", "H", "H", "H", "H", "H", "H", "H", "H", "H", "H", "H", "H", "H", "H", "H", "H", "H", "H", "H", "H"], "coordinates": [[-0.670, -0.924, 1.044], [6.549, 1.057, -2.027], [-3.548, 3.642, -1.514], [-0.705, 1.956, -2.144], [-1.844, 3.586, -2.445], [-1.291, -2.600, -0.622], [-4.426, 0.386, 0.157], [-0.912, 4.881, -2.184], [0.490, -0.492, -0.517], [-2.573, -0.774, 0.606], [-2.072, 3.792, -4.014], [-2.522, -3.622, 3.798], [1.669, 1.232, 0.256], [-1.524, -1.996, 2.663], [-2.513, 1.482, 0.778], [-1.113, 1.300, 0.873], [7.517, 4.173, 5.474], [2.973, -0.267, 3.166], [1.151, -0.986, 2.177], [5.796, 2.463, 4.581], [6.756, 3.414, 5.075], [0.995, 6.077, -1.487], [2.368, -0.914, -2.580], [-3.300, -0.149, 4.079], [-1.882, -0.348, 4.605], [-2.242, -3.079, 2.619], [2.313, -4.395, -1.200], [3.389, -1.191, -3.473], [-3.729, -5.788, -0.334], [-0.014, 5.022, -1.078], [5.150, 2.699, 3.370], [-0.942, 3.847, -4.915], [4.224, 1.786, 2.896], [2.215, -4.896, -2.491], [3.834, 0.572, -1.376], [4.849, 0.266, -2.262], [1.893, -2.079, 2.598], [-3.658, -1.862, -1.853], [4.587, 0.406, 4.859], [4.637, -0.607, -3.318], [-2.353, -3.851, 0.155], [1.055, -4.700, -3.226], [-4.181, -5.802, 0.972], [1.832, 0.083, 2.567], [3.949, 0.658, 3.655], [1.248, -3.700, -0.653], [-0.765, 5.400, 0.187], [3.023, -1.644, 3.205], [-1.095, 5.112, -5.733], [-0.011, -4.004, -2.676], [5.523, 1.315, 5.320], [-2.764, -3.899, 1.496], [-1.264, -1.665, 4.105], [-1.622, -1.203, -2.981], [-2.262, -1.856, -1.929], [-2.375, -0.596, -3.972], [0.079, -3.503, -1.378], [-0.929, 2.587, -5.756], [-2.829, -4.815, -0.730], [-3.270, 0.382, 0.456], [1.541, 0.318, -0.537], [-1.005, 0.868, 4.357], [-1.904, -2.851, 4.834], [-3.691, -4.878, 1.876], [-3.758, -0.626, -3.909], [2.587, -0.025, -1.536], [-4.400, -1.252, -2.848], [1.338, -3.279, 0.337], [-5.477, -1.235, -2.775], [-1.939, -0.482, 5.691], [3.861, -2.174, 3.616], [-2.694, -2.544, 5.517], [-0.870, 1.035, 3.290], [1.526, 5.771, -2.387], [-0.067, 5.478, 1.022], [-0.903, -3.839, -3.267], [-0.021, 0.759, 4.817], [-3.914, -1.044, 4.191], [-1.866, 2.493, -6.307], [3.741, 1.934, 1.938], [3.047, -5.432, -2.927], [-1.877, -0.064, -4.771], [-4.905, -6.535, 1.298], [-1.265, 6.360, 0.061], [5.384, 3.585, 2.797], [-4.034, -4.914, 2.897], [-4.083, -6.517, -1.050], [6.034, 1.144, 6.256], [1.403, -1.382, -2.692], [-0.767, 1.956, 1.570], [-0.182, -1.648, 4.244], [-0.109, 2.626, -6.474], [-0.300, 5.185, -6.475], [-0.547, -1.119, -3.007], [-1.055, 5.988, -5.087], [-0.026, 3.899, -4.319], [-2.820, 2.348, 0.308], [1.537, 1.105, 2.424], [0.496, 4.059, -0.942], [5.438, -0.822, -4.011], [-1.537, 4.665, 0.422], [3.994, 1.275, -0.573], [-2.054, 5.109, -6.250], [-1.472, 1.765, 4.763], [0.980, -5.083, -4.234], [0.490, 7.022, -1.686], [-0.793, 1.716, -5.118], [-3.297, 0.122, 3.024], [4.353, -0.477, 5.436], [-0.697, 1.579, -0.064], [1.723, 6.237, -0.691], [1.569, -3.088, 2.428], [-4.165, -2.295, -1.004], [3.216, -1.869, -4.297], [-1.199, -3.497, 5.354], [-2.508, -4.788, -1.764], [-4.341, -0.130, -4.673], [3.222, -4.531, -0.632], [-3.796, 0.654, 4.621]], "lowdin_spin": [2.36, 0.00, 0.00, 0.00, 0.00, 0.03, 0.01, 0.00, 0.11, 0.12, 0.00, 0.02, 0.02, 0.03, 0.01, 0.05, 0.00, 0.01, 0.04, 0.00, 0.00, 0.00, 0.00, 0.00, 0.00, 0.03, 0.00, 0.00, 0.00, 0.00, 0.00, 0.00, 0.00, 0.00, 0.00, 0.00, 0.01, 0.00, 0.00, 0.00, 0.01, 0.00, 0.00, 0.02, 0.00, 0.01, 0.00, 0.00, 0.00, 0.00, 0.00, 0.00, 0.01, 0.00, 0.00, 0.00, 0.01, 0.00, 0.00, 0.01, 0.02, 0.01, 0.00, 0.00, 0.00, 0.00, 0.00, 0.01, 0.00, 0.00, 0.00, 0.00, 0.01, 0.00, 0.00, 0.00, 0.00, 0.00, 0.00, 0.00, 0.00, 0.00, 0.00, 0.00, 0.00, 0.00, 0.00, 0.00, 0.00, 0.01, 0.00, 0.00, 0.00, 0.00, 0.00, 0.00, 0.00, 0.00, 0.00, 0.00, 0.00, 0.00, 0.00, 0.00, 0.00, 0.00, 0.00, 0.00, 0.00, 0.00, 0.00, 0.00, 0.00, 0.00, 0.00, 0.00, 0.00, 0.00, 0.00], "e_homo_ev": [-9.023, -9.024], "orbital_gap_ev": [5.6, 4.8], "total_charge": 1, "multiplicity": 4}

- Which formula does entry 3 have?
  HNP2